# 1
Here is a 3-piece molecular cluster, C3H9NO2P2 overall from the Open Molecules 2025 dataset. Energies are from ωB97M-V/def2-TZVPD.

Last columns: bonded neighbours and bond lengths (Å).
Cartesian coordinates (Å):
1 C 2.45623 1.69490 -0.19329  O5 1.138, O6 1.140
2 C -2.01667 0.09254 0.42148  N4 1.293, H9 1.086, H10 1.030
3 C -2.27771 2.32338 -0.09272  N4 1.268, H11 1.082, H12 1.146
4 N -1.60276 1.25964 0.04781  C2 1.293, C3 1.268, H13 1.012
5 O 1.38537 1.99168 -0.44016  C1 1.138
6 O 3.55194 1.54723 0.08426  C1 1.140
7 P 1.58369 -3.38808 0.30898  P8 2.207, H15 1.411, H16 1.486
8 P 1.06854 -1.65499 -0.95637  P7 2.207, H14 1.399, H17 1.458
9 H -3.09141 0.03114 0.56424  C2 1.086
10 H -1.47209 -0.77671 0.33066  C2 1.030
11 H -1.84915 3.26886 -0.39663  C3 1.082
12 H -3.37207 2.37449 0.24391  C3 1.146
13 H -0.59081 1.26952 0.04771  N4 1.012
14 H 2.11972 -0.94983 -0.35965  P8 1.399
15 H 1.89627 -2.78688 1.54643  P7 1.411
16 H 0.33837 -4.00500 0.83569  P7 1.486
17 H 1.87254 -2.29190 -1.99234  P8 1.458

As for the molar mass: 153.06 g mol⁻¹. The HOMO-LUMO gap is 6.780 eV. The value obtained for the lowest unoccupied orbital energy is 0.2 eV.

Atom charges from the natural (NBO) analysis, given in e for atoms 1 to 2: 1.028 -0.402



# 2
Here is a 2-piece molecular cluster, C3H9NO2PS overall from the Open Molecules 2025 dataset. Energies are from ωB97M-V/def2-TZVPD.

Last columns: bonded neighbours and bond lengths (Å).
Cartesian coordinates (Å):
1 C -2.15784 -1.33280 -0.28727  C3 1.599, H9 1.169, H10 1.208, H11 1.099
2 C 3.08024 2.06281 0.42588  S8 1.648, H12 1.116, H14 1.136
3 C -1.00415 -1.22022 0.81365  C1 1.599, N4 1.486, H15 1.069, H16 1.114
4 N 0.08376 -0.29465 0.40396  C3 1.486, P7 1.559
5 O -1.47359 1.96099 -1.20656  H13 1.017, H17 1.076
6 O 1.56276 -2.32089 0.00016  P7 1.478
7 P 1.39353 -0.86899 -0.21760  N4 1.559, O6 1.478, S8 2.441
8 S 3.40256 0.48714 0.06779  C2 1.648, P7 2.441
9 H -2.78271 -0.34894 -0.38172  C1 1.169
10 H -1.56353 -1.57103 -1.31211  C1 1.208
11 H -2.86536 -2.13800 -0.04502  C1 1.099
12 H 3.13110 2.35251 1.50204  C2 1.116
13 H -0.57219 2.31136 -1.52174  O5 1.017
14 H 3.13929 2.89442 -0.34608  C2 1.136
15 H -1.44445 -0.76354 1.67438  C3 1.069
16 H -0.68045 -2.19199 1.25228  C3 1.114
17 H -1.24897 0.98182 -0.82204  O5 1.076

As for the molar mass: 154.15 g mol⁻¹. The HOMO-LUMO gap (spin up / spin down) is 7.129 / 7.127 eV. Its charge is -1. The value obtained for the lowest unoccupied orbital energy (spin up / spin down) is 3.4 / 3.4 eV.

Atom charges from the natural (NBO) analysis, given in e for atoms 1 to 2: -0.635 -0.763



# 3
Here is a 2-piece molecular cluster, C3H9NO2S overall from the Open Molecules 2025 dataset. Energies are from ωB97M-V/def2-TZVPD.

Last columns: bonded neighbours and bond lengths (Å).
Cartesian coordinates (Å):
1 N -2.08199 0.46584 1.54078  C2 1.533, H7 1.023, H8 1.068
2 C -0.75100 -0.15542 1.10325  N1 1.533, C3 1.532, C5 1.572, H9 1.103
3 C -1.11083 -1.63893 0.96972  C2 1.532, O4 1.219, H10 1.055
4 O -0.64883 -2.36032 1.83702  C3 1.219
5 C 0.43369 0.11905 2.09869  C2 1.572, S6 1.783, H11 1.204, H12 1.086
6 S 2.01062 -0.39271 1.44371  C5 1.783, H13 1.365
7 H -2.50845 0.65827 0.63155  N1 1.023
8 H -1.77053 1.41596 1.91595  N1 1.068
9 H -0.45245 0.21657 0.10818  C2 1.103
10 H -1.68443 -1.98894 0.15672  C3 1.055
11 H 0.60670 1.26164 2.43652  C5 1.204
12 H 0.13779 -0.33711 3.03847  C5 1.086
13 H 1.77552 -1.67639 1.04360  S6 1.365
14 O 1.78508 1.30507 -5.87743  H15 0.894, H16 0.967
15 H 1.56975 2.04656 -6.32879  O14 0.894
16 H 2.68935 1.06086 -6.11795  O14 0.967

As for the molar mass: 123.18 g mol⁻¹. The HOMO-LUMO gap is 9.807 eV. The value obtained for the lowest unoccupied orbital energy is 0.7 eV.

Atom charges from the natural (NBO) analysis, given in e for atoms 1 to 2: -0.816 -0.161



# 4
Here is a 2-piece molecular cluster, C3H9NO2S2 overall from the Open Molecules 2025 dataset. Energies are from ωB97M-V/def2-TZVPD.

Last columns: bonded neighbours and bond lengths (Å).
Cartesian coordinates (Å):
1 C -1.60260 -0.28742 1.43279  H9 1.063, H10 1.058, H11 1.083
2 C -0.26564 -0.50180 -1.92662  C3 1.526, H12 1.151, H13 1.055, H14 1.110
3 C 0.32890 -0.79892 -0.55280  C2 1.526, S7 1.758, S8 1.794
4 N 0.13057 1.87824 0.14318  S8 1.752, H15 0.928, H16 1.035
5 O 2.34375 1.05182 -0.62034  S8 1.413
6 O 1.48102 0.17609 1.49149  S8 1.403
7 S 0.90009 -2.39471 -0.08581  C3 1.758, H17 1.320
8 S 1.27457 0.55090 0.15554  C3 1.794, N4 1.752, O5 1.413, O6 1.403
9 H -2.03649 -1.25109 1.54248  C1 1.063
10 H -1.96845 0.37416 0.69305  C1 1.058
11 H -1.17542 0.10685 2.34669  C1 1.083
12 H 0.54637 -0.88423 -2.64707  C2 1.151
13 H -1.09996 -1.12033 -2.11226  C2 1.055
14 H -0.28804 0.60746 -1.96104  C2 1.110
15 H 0.63486 2.60433 -0.13907  N4 0.928
16 H -0.29215 1.86321 1.08833  N4 1.035
17 H 1.08863 -1.97454 1.15145  S7 1.320

As for the molar mass: 155.24 g mol⁻¹. The HOMO-LUMO gap (spin up / spin down) is 8.325 / 8.151 eV. The value obtained for the lowest unoccupied orbital energy (spin up / spin down) is -0.6 / -0.1 eV.

Atom charges from the natural (NBO) analysis, given in e for atoms 1 to 2: -0.498 -0.696



# 5
Here is a 2-piece molecular cluster, C3H9NO2S2 overall from the Open Molecules 2025 dataset. Energies are from ωB97M-V/def2-TZVPD.

Last columns: bonded neighbours and bond lengths (Å).
Cartesian coordinates (Å):
1 O -2.73979 0.34158 -3.46691  C2 1.202
2 C -1.91464 0.10481 -2.62593  O1 1.202, N3 1.357, H8 1.113
3 N -2.08181 0.28854 -1.29234  C2 1.357, C4 1.443, H9 1.011
4 C -1.04158 0.04513 -0.32218  N3 1.443, C5 1.529, H10 1.078, H11 1.085
5 C -0.90475 1.18946 0.68214  C4 1.529, S6 1.799, H12 1.091, H13 1.092
6 S 0.56208 1.01235 1.70794  C5 1.799, S7 2.034
7 S -0.11359 0.79976 3.61423  S6 2.034, H14 1.352
8 H -0.96970 -0.43706 -2.85374  C2 1.113
9 H -2.89789 0.81444 -1.01173  N3 1.011
10 H -1.16974 -0.88785 0.20195  C4 1.078
11 H -0.09330 -0.07970 -0.83458  C4 1.085
12 H -1.80442 1.26683 1.29390  C5 1.091
13 H -0.85989 2.14073 0.14720  C5 1.092
14 H -0.26361 -0.54205 3.68549  S7 1.352
15 O 5.80480 -1.94277 0.25391  H16 0.963, H17 0.962
16 H 4.99909 -1.53774 -0.08515  O15 0.963
17 H 5.48876 -2.57645 0.90579  O15 0.962

As for the molar mass: 155.24 g mol⁻¹. The HOMO-LUMO gap is 9.879 eV. The value obtained for the lowest unoccupied orbital energy is 0.2 eV.

Atom charges from the natural (NBO) analysis, given in e for atoms 1 to 2: -0.590 0.537



# 6
Here is a 2-piece molecular cluster, C3H9NO3 overall from the Open Molecules 2025 dataset. Energies are from ωB97M-V/def2-TZVPD.

Last columns: bonded neighbours and bond lengths (Å).
Cartesian coordinates (Å):
1 N 1.08822 -1.31790 0.20431  C2 1.362, H7 1.008, H8 1.006
2 C 1.77975 -0.17383 0.46549  N1 1.362, O3 1.210, C4 1.521
3 O 2.86253 -0.17136 1.00551  C2 1.210
4 C 1.07282 1.11282 0.06866  C2 1.521, C5 1.532, H9 1.082, H10 1.091
5 C -0.27003 1.30696 0.77951  C4 1.532, O6 1.421, H11 1.102, H12 1.093
6 O -1.14002 2.02295 -0.08620  C5 1.421, H13 0.960
7 H 1.57969 -2.19650 0.25759  N1 1.008
8 H 0.10057 -1.42874 0.04569  N1 1.006
9 H 0.98960 1.25332 -1.00052  C4 1.082
10 H 1.73643 1.86950 0.49021  C4 1.091
11 H -0.13714 1.87217 1.71585  C5 1.102
12 H -0.73501 0.37714 1.11540  C5 1.093
13 H -2.04888 1.81335 0.14220  O6 0.960
14 O -2.32020 -1.87162 -1.42605  H15 0.964, H16 0.963
15 H -2.37604 -1.64316 -2.36064  O14 0.964
16 H -2.18229 -2.82510 -1.41699  O14 0.963

As for the molar mass: 107.11 g mol⁻¹. The HOMO-LUMO gap is 10.132 eV. The value obtained for the lowest unoccupied orbital energy is 0.4 eV.

Atom charges from the natural (NBO) analysis, given in e for atoms 1 to 2: -0.847 0.681



# 7
Here is an isolated molecule of C3H9NO3 from the Open Molecules 2025 dataset. Energies are from ωB97M-V/def2-TZVPD.

Last columns: bonded neighbours and bond lengths (Å).
Cartesian coordinates (Å):
1 C -2.27792 1.34797 0.23937  O2 1.417, H8 1.093, H9 1.096, H10 1.096
2 O -1.37608 0.75684 -0.68023  C1 1.417, C3 1.468
3 C -0.11031 0.39721 -0.03000  O2 1.468, N4 1.459, H11 1.095, H12 1.093
4 N 0.23549 -0.94941 -0.47155  C3 1.459, O5 1.443, O6 1.509
5 O -0.85661 -1.79139 -0.04681  N4 1.443, H13 0.975
6 O 1.38108 -1.24046 0.46584  N4 1.509, C7 1.422
7 C 2.60516 -0.75181 -0.06790  O6 1.422, H14 1.093, H15 1.095, H16 1.095
8 H -3.17850 1.65358 -0.29910  C1 1.093
9 H -1.82905 2.23333 0.70308  C1 1.096
10 H -2.55958 0.62442 1.01264  C1 1.096
11 H -0.19374 0.47152 1.05951  C3 1.095
12 H 0.61736 1.11769 -0.41321  C3 1.093
13 H -1.26593 -2.00151 -0.90693  O5 0.975
14 H 3.38640 -1.49617 0.10424  C7 1.093
15 H 2.87330 0.16320 0.47122  C7 1.095
16 H 2.54894 -0.53502 -1.14018  C7 1.095

As for the molar mass: 107.11 g mol⁻¹. The HOMO-LUMO gap is 10.617 eV. The value obtained for the lowest unoccupied orbital energy is 1.0 eV.

Atom charges from the natural (NBO) analysis, given in e for atoms 1 to 2: -0.250 -0.552



# 8
Here is a 2-piece molecular cluster, C3H9NO3 overall from the Open Molecules 2025 dataset. Energies are from ωB97M-V/def2-TZVPD.

Last columns: bonded neighbours and bond lengths (Å).
Cartesian coordinates (Å):
1 C 1.08508 0.43691 2.25407  C2 1.519, H7 1.083, H8 1.089, H9 1.088
2 C 1.51362 0.77344 0.83573  C1 1.519, O3 1.213, N4 1.376
3 O 2.65647 1.12554 0.63310  C2 1.213
4 N 0.56592 0.84445 -0.15968  C2 1.376, C5 1.444, H10 1.012
5 C -0.76706 0.30057 -0.04718  N4 1.444, O6 1.399, H11 1.100, H12 1.094
6 O -0.83926 -1.09171 -0.16697  C5 1.399, H13 0.959
7 H 0.89709 1.38621 2.73924  C1 1.083
8 H 0.17292 -0.14569 2.37066  C1 1.089
9 H 1.94982 -0.00805 2.74290  C1 1.088
10 H 0.99274 0.75684 -1.07285  N4 1.012
11 H -1.12994 0.60451 0.94622  C5 1.100
12 H -1.46251 0.85310 -0.68508  C5 1.094
13 H -0.72962 -1.53130 0.67828  O6 0.959
14 O -1.89563 -1.38419 -3.39266  H15 0.966, H16 0.967
15 H -2.07930 -1.50387 -4.33366  O14 0.966
16 H -0.93035 -1.41678 -3.34211  O14 0.967

As for the molar mass: 107.11 g mol⁻¹. The HOMO-LUMO gap is 10.536 eV. The value obtained for the lowest unoccupied orbital energy is 0.6 eV.

Atom charges from the natural (NBO) analysis, given in e for atoms 1 to 2: -0.726 0.684



Quick rundown of strongest force on any atom, same order as above: 5.257 3.556 4.612 6.742 1.077 1.663 2.373 2.089 eV/Å